{
  "formula": "C14H15CdF6N4OPS2",
  "method": "ωB97M-V with the def2-TZVPD basis set",
  "elements": ["Cd", "C", "S", "C", "S", "N", "N", "C", "C", "C", "C", "C", "C", "N", "H", "H", "H", "H", "H", "H", "H", "H", "O", "C", "C", "C", "C", "C", "C", "N", "H", "H", "H", "H", "H", "H", "H", "F", "P", "F", "F", "F", "F", "F"],
  "positions_angstrom": [[-0.581, 0.219, -0.163], [0.297, 2.632, -4.926], [-1.394, 2.703, -4.310], [-1.116, 2.487, -2.616], [-2.488, 1.732, -1.877], [-0.009, 2.806, -2.039], [0.076, 2.347, -0.753], [0.657, 3.057, 0.121], [0.762, 2.557, 1.505], [1.439, 3.297, 2.459], [1.498, 2.812, 3.759], [0.873, 1.614, 4.057], [0.216, 0.937, 3.039], [0.161, 1.392, 1.792], [0.212, 2.606, -6.011], [0.776, 1.723, -4.569], [0.849, 3.514, -4.612], [1.052, 4.039, -0.124], [1.910, 4.231, 2.187], [2.022, 3.366, 4.526], [0.888, 1.206, 5.057], [-0.286, -0.005, 3.229], [1.506, -0.891, -0.175], [1.619, -1.783, 0.923], [0.293, -2.399, 1.316], [0.240, -3.639, 1.930], [-0.989, -4.156, 2.300], [-2.137, -3.425, 2.033], [-2.004, -2.203, 1.409], [-0.813, -1.691, 1.071], [1.446, -1.405, -0.998], [2.011, -1.198, 1.758], [2.340, -2.570, 0.704], [1.152, -4.196, 2.096], [-1.054, -5.126, 2.774], [-3.118, -3.799, 2.286], [-2.875, -1.613, 1.153], [0.080, -0.277, -2.474], [-0.787, -1.640, -2.964], [0.219, -1.838, -4.163], [0.185, -2.492, -1.965], [-1.731, -0.682, -3.824], [-1.762, -1.325, -1.630], [-1.636, -2.923, -3.289]],
  "total_charge": 1,
  "s2": 0.755,
  "spin_multiplicity": 2,
  "homo_energy_ev": [-12.05, -11.77]
}

{
  "formula": "C14H15F4N4PtS",
  "method": "ωB97M-V with the def2-TZVPD basis set",
  "elements": ["Pt", "C", "N", "C", "C", "C", "N", "C", "C", "F", "C", "F", "C", "C", "F", "C", "F", "H", "H", "H", "H", "H", "H", "H", "H", "H", "H", "H", "S", "C", "N", "C", "C", "C", "N", "H", "H", "H", "H"],
  "positions_angstrom": [[1.007, -0.398, -0.678], [3.106, 0.885, -2.321], [1.927, 1.224, -1.490], [0.978, 2.017, -2.317], [2.370, 2.022, -0.309], [1.221, 2.200, 0.670], [0.338, 1.034, 0.560], [-0.843, 1.013, 1.254], [-1.988, 0.369, 0.752], [-1.964, -0.187, -0.486], [-3.181, 0.299, 1.441], [-4.190, -0.377, 0.869], [-3.358, 0.908, 2.664], [-2.265, 1.591, 3.160], [-2.346, 2.200, 4.344], [-1.054, 1.643, 2.493], [-0.045, 2.282, 3.109], [3.542, 1.804, -2.717], [2.796, 0.256, -3.152], [3.839, 0.361, -1.712], [1.487, 2.912, -2.682], [0.119, 2.291, -1.712], [0.651, 1.410, -3.158], [2.755, 2.985, -0.657], [3.191, 1.470, 0.147], [0.667, 3.119, 0.445], [1.651, 2.329, 1.662], [-4.293, 0.863, 3.201], [1.639, -2.216, -2.060], [0.523, -2.944, -1.050], [-0.058, -4.160, -1.205], [-1.099, -4.563, -0.443], [-1.560, -3.753, 0.550], [-0.891, -2.538, 0.743], [0.124, -2.158, -0.008], [0.275, -4.743, -1.963], [-1.517, -5.533, -0.674], [-2.397, -4.035, 1.167], [-1.155, -1.879, 1.561]],
  "total_charge": 1,
  "de_lowest_ev": 0.000,
  "homo_energy_ev": -10.29
}

{
  "formula": "C14H15N2",
  "method": "ωB97M-V with the def2-TZVPD basis set",
  "elements": ["C", "C", "C", "C", "C", "C", "C", "C", "C", "H", "H", "H", "H", "H", "H", "H", "H", "H", "H", "H", "C", "C", "C", "C", "C", "N", "N", "H", "H", "H", "H"],
  "positions_angstrom": [[-2.490, -1.185, 2.154], [-1.787, 0.066, 1.458], [-2.504, 1.291, 1.957], [-0.211, 0.040, 1.990], [0.420, 1.260, 2.102], [1.835, 1.279, 2.234], [2.553, 0.079, 2.376], [1.826, -1.130, 2.435], [0.416, -1.114, 2.309], [-2.127, -2.118, 1.699], [-2.342, -1.249, 3.224], [-3.582, -1.148, 1.962], [-1.957, 2.236, 1.678], [-3.520, 1.372, 1.485], [-2.630, 1.341, 3.074], [-0.068, 2.277, 2.056], [2.395, 2.248, 2.159], [3.654, 0.089, 2.452], [2.372, -2.048, 2.508], [-0.087, -2.074, 2.444], [-2.371, 1.253, -2.043], [-3.601, 0.569, -1.623], [-3.247, -0.311, -0.634], [-1.886, -0.098, -0.073], [-1.341, 0.835, -1.211], [-0.053, 1.084, -1.532], [1.022, 1.361, -1.855], [-2.316, 2.005, -2.874], [-4.605, 0.806, -2.077], [-3.919, -1.125, -0.300], [-1.208, -0.954, -0.053]],
  "total_charge": 1,
  "de_lowest_ev": 3.113,
  "smiles": "CC(C)(c1ccccc1)[C@H]1C=CC=C1[N+]#N",
  "homo_energy_ev": -12.28
}